Here is a cluster of 11 separate species, C44H81N7O8S4 in total at a distorted geometry from the Open Molecules 2025 dataset. Energies are from ωB97M-V with the def2-TZVPD basis set.

```
144
Properties=species:S:1:pos:R:3:mulliken_charge:R:1
O 16.43337 16.32079 9.40131 -0.6987
S 15.41049 17.03276 10.18285 1.2691
O 15.86791 17.95994 11.17036 -0.6849
C 14.43101 18.01172 9.06004 -0.9016
C 13.01507 17.76020 9.55275 -0.4281
C 12.92088 16.28079 9.96862 -0.0508
C 14.15268 16.02457 10.85329 1.9643
H 14.81297 17.72574 8.03202 0.2694
H 14.78287 18.99537 9.22784 0.4624
H 12.76079 18.33919 10.44817 0.0054
H 12.23444 17.93756 8.83596 0.5123
H 13.05181 15.74946 8.99234 0.1889
H 11.98993 15.81922 10.40438 -0.1728
H 14.51049 14.97961 10.83055 -1.2234
H 14.05150 16.33769 11.91047 -0.4607
O 10.33581 10.36901 8.76964 -0.7670
S 10.77509 10.03264 10.14185 1.1468
O 9.82912 10.19233 11.20716 -0.6555
C 11.54005 8.39158 10.03808 -0.5962
C 12.88543 8.62816 9.28389 -0.8822
C 13.31050 10.15456 9.44734 -0.4622
C 12.34087 10.87578 10.41476 -0.0153
H 10.81096 7.76050 9.44215 0.4556
H 11.70387 7.93856 11.00295 0.3728
H 13.61982 8.02347 9.77521 0.3514
H 12.85727 8.35328 8.22797 0.2798
H 13.13144 10.62364 8.47805 0.2196
H 14.25787 10.37082 9.97434 0.2831
H 12.14841 11.98212 10.22672 0.0770
H 12.70367 10.92231 11.46932 0.0189
O 13.67102 18.70325 15.15048 -0.6735
S 14.94655 18.06929 15.01528 0.9493
O 15.04616 16.85834 14.22345 -0.4594
C 16.17740 19.30580 14.63069 -0.7186
C 17.02127 19.37883 15.87303 -0.5775
C 16.21278 19.00622 17.15403 -0.6031
C 15.51886 17.70357 16.71307 -0.0014
H 15.55877 20.21367 14.49412 0.3666
H 16.62676 19.06310 13.67453 0.2501
H 17.85921 18.68502 15.69438 0.1069
H 17.46985 20.35712 15.99432 0.4641
H 15.44801 19.80315 17.33506 0.2886
H 16.80496 18.93992 18.06990 0.4059
H 14.67671 17.35583 17.23692 -0.2707
H 16.17761 16.82507 16.66188 0.2000
O 19.06678 14.45026 19.57314 -0.7141
S 17.75579 14.63216 18.92524 0.9067
O 17.68249 15.48387 17.75736 -0.5140
C 17.06340 13.09522 18.48003 -0.3476
C 15.83205 12.78975 19.40121 -0.2827
C 15.97464 13.65656 20.62687 -0.7601
C 16.54136 15.03318 20.16326 -0.4062
H 17.95982 12.49250 18.56626 0.4424
H 16.81840 13.20298 17.44870 0.0133
H 14.91699 13.05717 18.89444 -0.0992
H 15.90063 11.70979 19.59020 0.4024
H 16.59584 13.18858 21.36257 0.3628
H 15.06039 13.90515 21.17068 0.3734
H 16.93736 15.63222 20.99577 0.4598
H 15.81080 15.72232 19.69568 0.0861
C 15.68455 13.92320 6.95665 -0.7670
C 16.42261 12.80366 7.61724 -0.6517
C 16.96558 12.91283 9.05935 -0.3986
C 15.88938 12.79704 10.03146 0.1548
N 15.05000 12.86909 10.79700 -0.3692
H 15.66767 13.76391 5.85657 0.3730
H 16.01070 14.97119 7.18334 0.1509
H 14.66002 13.83397 7.34181 0.1349
H 17.25228 12.60389 6.95432 0.3986
H 15.85083 11.86146 7.58885 0.2248
H 17.46123 13.80008 9.18214 0.3022
H 17.70401 12.13192 9.26055 0.4220
C 10.80854 9.20591 16.92521 -1.3817
C 10.82671 10.53016 16.14402 0.0176
C 10.29841 10.36322 14.68504 -0.1742
C 11.41272 9.77310 13.85522 0.2647
N 12.31940 9.27726 13.35372 -0.5760
H 9.87242 9.07766 17.48400 0.3334
H 11.57846 9.09749 17.69648 0.3648
H 11.03999 8.34003 16.34275 0.3659
H 11.80593 10.89631 16.03061 0.1398
H 10.19969 11.31741 16.50118 0.2880
H 10.19426 11.35127 14.24426 -0.1569
H 9.40271 9.76384 14.56952 0.5036
C 9.30269 14.16902 10.41038 -0.1783
C 7.95993 13.72442 9.89586 -0.8405
C 7.55082 12.45527 10.65402 0.3426
C 7.43530 12.67144 12.07817 0.2982
N 7.50804 12.94029 13.20861 -0.6031
H 9.72643 15.00507 9.73326 0.2301
H 10.02662 13.39294 10.40601 -0.2284
H 9.21683 14.52735 11.43757 0.3035
H 8.03791 13.52147 8.85705 0.4312
H 7.19584 14.48309 9.98009 0.3709
H 8.34549 11.74780 10.52897 -0.3279
H 6.51934 12.02821 10.40693 0.3385
C 18.88372 16.65210 13.07163 -1.1687
C 18.91175 15.74880 14.26992 -0.4669
C 17.70309 14.78986 14.27589 2.5568
C 17.86472 13.76858 13.27064 0.1593
N 17.95898 13.03599 12.38944 -0.5635
H 19.68644 17.36068 13.05321 0.4209
H 18.01850 17.30937 12.98049 0.0908
H 18.94249 16.08819 12.19572 0.4647
H 18.83871 16.29883 15.21347 0.1311
H 19.84787 15.22842 14.42455 0.5131
H 16.82863 15.41648 14.10273 -1.1759
H 17.58279 14.36437 15.32511 -0.8415
C 10.53697 13.82341 19.27384 -0.8762
C 10.37449 15.17394 19.86064 -0.5901
C 10.93013 16.19834 18.85965 -0.2843
C 12.37871 15.98250 18.68168 0.0869
N 13.45969 15.61929 18.61576 -0.2089
H 9.95344 13.76686 18.32292 0.1864
H 10.10539 13.08530 19.99326 0.4039
H 11.55763 13.60007 19.05737 0.2035
H 10.85952 15.13607 20.81297 0.3553
H 9.33016 15.33410 20.06653 0.3333
H 10.87313 17.30454 19.20217 0.3338
H 10.32093 16.09602 17.90865 0.1697
C 11.41649 20.89763 13.45546 -0.6142
C 10.68662 20.29950 14.64598 -0.1884
C 9.38730 19.43087 14.21254 -0.6968
C 9.63482 18.33174 13.29650 0.3405
N 9.90388 17.56376 12.52224 -0.3952
H 11.64795 20.06547 12.78345 -0.0994
H 12.36878 21.38795 13.87753 0.1935
H 10.88873 21.68036 12.93967 0.4367
H 10.33445 21.05223 15.33013 0.3661
H 11.37385 19.69146 15.12635 0.0440
H 8.73367 20.10665 13.70117 0.3595
H 8.90864 19.09246 15.11676 0.3569
C 11.15587 14.90264 15.07323 -1.0302
C 12.25860 15.03074 14.08694 1.9059
C 13.13593 13.84276 13.79659 1.5398
C 13.79858 13.36635 15.02074 -0.3483
N 14.20696 12.97870 16.01381 -0.5795
H 11.50491 14.81136 16.12747 0.0604
H 10.51061 14.04946 14.86663 0.1212
H 10.60104 15.82696 14.94344 0.2970
H 12.89699 15.87671 14.36714 -0.9591
H 11.79156 15.24756 13.10188 -0.3491
H 13.98418 14.04792 13.10803 -0.6232
H 12.61842 12.93490 13.37569 0.0003
```

The value obtained for the energy relative to the best compared isomer or geometry (same formula, charge and spin) is 0.0 kcal per mole. The LUMO energy comes out at 0.307 eV. The frontier orbital gap comes out at 10.47 eV. As for the SMILES: O=S1(=O)CCCC1.O=S1(=O)CCCC1.O=S1(=O)CCCC1.O=S1(=O)CCCC1.CCCC#N.CCCC#N.CCCC#N.CCCC#N.CCCC#N.CCCC#N.CCCC#N.